1.
A molecular structure, C33H50N4OPReS, computed with ωB97M-V/def2-TZVPD.

DFT total energy, Ha: -2399.00938
2S+1: 3
Molar mass, g mol⁻¹: 768.04
Energy relative to the best compared isomer or geometry (same formula, charge and spin), kcal/mol: 50.6
Kohn-Sham gap (alpha / beta), eV: 7.11 / 6.55
Strongest force on any atom, eV/A: 0.833
Net charge: +2

```
91
Properties=species:S:1:pos:R:3:forces:R:3:mulliken_spin:R:1
Re -1.8577 0.2127 0.7988 0.71 0.00 -0.44 1.71
C -4.5358 -1.2983 1.3334 -0.01 0.01 0.00 0.01
C -4.6713 0.0791 1.9539 0.00 -0.01 0.01 0.01
N -3.3409 0.6095 2.3539 -0.01 0.10 0.07 0.03
C -2.8169 0.1670 3.6780 -0.02 -0.01 0.00 0.02
C -2.2489 -1.2454 3.6846 0.04 -0.01 0.00 0.00
S -1.1956 -1.5881 2.2075 -0.13 -0.09 0.05 0.00
C -2.0473 -3.0415 1.4909 0.04 0.02 -0.02 0.02
C -2.7919 -2.6585 0.2197 -0.03 0.02 -0.02 0.01
N -3.4191 -1.3117 0.3415 -0.14 0.00 0.06 0.07
H -5.4729 -1.5952 0.8613 0.00 -0.01 0.00 0.00
H -4.3155 -2.0428 2.0937 -0.01 0.01 -0.01 0.00
H -5.3515 0.0441 2.8078 0.00 0.01 0.00 0.00
H -5.0794 0.7837 1.2286 0.01 -0.01 -0.01 0.00
H -3.4387 1.6218 2.3938 -0.01 0.00 0.02 0.01
H -3.5985 0.2435 4.4388 0.00 0.01 0.00 0.00
H -2.0274 0.8719 3.9366 0.00 0.00 0.01 -0.01
H -3.0235 -2.0067 3.7395 0.00 0.00 0.00 0.00
H -1.6180 -1.3664 4.5637 0.01 0.00 -0.01 0.00
H -2.6923 -3.4758 2.2521 0.01 -0.01 0.01 0.00
H -1.2830 -3.7807 1.2574 0.02 -0.01 0.01 0.00
H -3.5545 -3.4078 -0.0081 0.01 -0.02 -0.01 0.00
H -2.0995 -2.6077 -0.6196 -0.01 0.00 0.01 -0.01
H -3.8071 -1.0928 -0.5724 -0.01 0.04 0.00 0.00
C 1.6119 -3.8386 -1.4506 0.01 -0.02 -0.01 0.00
C 1.5280 -2.9825 -0.1856 0.04 0.01 0.03 0.01
C 2.0777 -3.7363 1.0202 -0.02 -0.03 0.00 0.00
P 2.1381 -1.2647 -0.5843 -0.07 -0.13 0.05 0.00
C 3.9593 -1.3524 -0.9099 0.02 0.02 -0.02 0.00
C 4.3638 0.0193 -1.4663 0.00 -0.01 0.00 0.00
C 4.9756 -1.8036 0.1394 0.02 0.00 -0.02 0.00
C 1.9249 -0.4340 1.0492 0.08 0.13 -0.07 0.02
C 2.7293 -0.6662 2.1641 0.01 -0.02 0.04 0.01
C 2.5324 -0.0431 3.3966 0.00 0.00 0.00 0.01
C 3.4544 -0.3219 4.5497 0.00 0.00 0.00 0.00
C 1.4855 0.8637 3.5089 0.01 0.00 -0.01 0.05
C 0.6800 1.1349 2.4138 -0.01 -0.01 0.02 0.03
C 0.8812 0.4911 1.1943 0.05 -0.08 -0.04 -0.19
N -0.1016 0.7233 0.1609 -0.16 0.17 0.45 0.12
C 0.2974 1.3197 -1.0786 -0.14 -0.03 -0.12 0.05
C -0.1630 0.7367 -2.2697 -0.04 0.04 0.02 -0.12
C -0.9822 -0.5255 -2.2755 0.09 0.02 0.02 0.20
C 0.2130 1.2876 -3.4874 -0.03 0.01 -0.02 0.01
C 1.0427 2.3978 -3.5671 -0.04 0.00 0.00 0.00
C 1.4724 2.9646 -4.8909 0.01 0.00 -0.01 0.00
C 1.4798 2.9585 -2.3744 0.02 0.01 0.01 0.00
C 1.1274 2.4514 -1.1277 -0.02 0.02 0.00 -0.03
C 1.6325 3.1752 0.0931 -0.04 0.00 0.03 0.01
H 1.1186 -4.8015 -1.2998 -0.01 0.02 -0.01 0.00
H 2.6512 -4.0517 -1.7071 0.00 0.00 0.01 0.00
H 1.1545 -3.3452 -2.3104 0.00 0.01 0.00 0.00
H 0.4645 -2.7646 0.0002 -0.07 -0.04 0.03 -0.01
H 3.1124 -4.0362 0.8549 -0.02 -0.01 0.02 0.00
H 1.5093 -4.6573 1.1816 0.00 0.01 -0.01 0.00
H 2.0291 -3.1498 1.9376 0.00 -0.01 0.00 0.00
H 3.9849 -2.0688 -1.7406 0.01 0.02 0.00 0.00
H 4.2984 0.7825 -0.6851 0.00 0.00 0.00 0.00
H 3.7236 0.3272 -2.2942 0.00 0.00 -0.01 0.00
H 5.3967 -0.0033 -1.8165 0.00 0.00 0.00 0.00
H 5.1588 -1.0140 0.8697 0.02 -0.01 -0.03 0.00
H 5.9284 -2.0054 -0.3532 0.01 0.01 0.00 0.00
H 4.6855 -2.7087 0.6705 0.02 0.02 -0.02 0.00
H 3.5400 -1.3770 2.0861 -0.07 0.02 0.02 0.00
H 3.7870 -1.3595 4.5478 0.00 0.00 0.00 0.00
H 2.9732 -0.1147 5.5043 0.00 0.00 0.00 0.00
H 4.3448 0.3065 4.4861 0.00 0.00 0.00 0.00
H 1.3196 1.3837 4.4452 0.00 0.00 0.00 0.00
H -0.0923 1.8962 2.4789 0.00 0.01 0.00 -0.01
H -2.0166 -0.3600 -1.9520 -0.04 0.02 -0.02 -0.04
H -0.5196 -1.2625 -1.6135 0.00 -0.03 -0.02 -0.05
H -1.0222 -0.9469 -3.2792 -0.02 -0.01 0.00 0.00
H -0.1289 0.8150 -4.4020 0.01 0.00 0.00 0.00
H 0.9092 2.5271 -5.7139 0.00 0.00 0.00 0.00
H 2.5302 2.7654 -5.0696 0.00 -0.01 0.00 0.00
H 1.3427 4.0475 -4.9207 0.00 -0.01 0.00 0.00
H 2.1289 3.8271 -2.4097 -0.01 0.00 0.01 0.00
H 2.1738 4.0698 -0.2086 -0.01 0.01 0.01 0.00
H 2.3071 2.5656 0.6929 0.02 -0.01 -0.02 0.00
H 0.8152 3.4849 0.7503 0.00 -0.04 0.01 0.00
O -2.7627 1.9343 0.0126 -0.24 -0.08 -0.09 0.04
N -2.7634 2.4205 -1.2483 0.00 0.00 0.07 0.00
C -3.5974 1.9105 -2.1661 0.03 -0.01 0.00 0.00
C -3.6446 2.4489 -3.4303 0.01 0.00 -0.01 0.00
C -2.8296 3.5312 -3.7360 0.01 -0.01 -0.02 0.00
C -1.9925 4.0465 -2.7609 0.04 -0.01 0.02 0.00
C -1.9753 3.4707 -1.5087 0.03 0.01 -0.03 0.00
H -4.2161 1.0934 -1.8297 0.00 -0.01 0.00 0.00
H -4.3242 2.0302 -4.1581 0.00 0.00 0.00 0.00
H -2.8567 3.9726 -4.7228 0.00 0.00 0.00 0.00
H -1.3496 4.8922 -2.9552 0.01 0.00 0.00 0.00
H -1.3689 3.8086 -0.6837 0.02 -0.01 0.00 0.00
```
Forces are in eV/Å.

---

2.
A molecular structure, C33H51N5O2PS2W at a distorted geometry, computed with ωB97M-V/def2-TZVPD.

DFT total energy, Ha: -2916.12601
2S+1: 3
Molar mass, g mol⁻¹: 828.75
Kohn-Sham gap (alpha / beta), eV: 7.35 / 6.93
Strongest force on any atom, eV/A: 3.443
Net charge: +3

```
95
Properties=species:S:1:pos:R:3:forces:R:3:mulliken_spin:R:1
W -0.0122 -0.1637 0.0923 1.85 0.30 0.59 1.99
C -0.3489 -1.4262 2.0818 0.77 1.22 3.02 -0.04
C 0.8733 -1.9750 1.5388 -2.19 -0.91 -1.62 0.01
C 0.4269 -2.5230 0.2609 0.71 0.76 0.33 0.20
C -0.9931 -2.1535 0.1166 1.39 -1.58 -0.43 -0.23
C -1.4717 -1.5469 1.2925 0.54 -0.64 -1.04 0.17
C -2.8819 -1.2362 1.5646 -0.36 -0.28 0.73 -0.12
C -3.5151 -0.3028 0.5099 -1.78 0.92 2.80 0.08
C -3.6998 -2.5139 1.6195 -1.25 -0.80 -0.45 0.00
C -2.9707 -0.6415 2.9817 -0.03 0.89 -1.18 0.00
C 1.1696 -3.3795 -0.7864 -1.13 0.54 0.04 -0.02
C 0.5520 -3.0505 -2.1467 0.63 -0.58 -0.50 0.07
C 0.8228 -4.8230 -0.4763 -0.67 -0.02 1.74 0.00
C 2.6519 -3.1978 -0.9317 1.97 0.61 0.57 0.00
C 2.1297 -2.1398 2.3354 1.88 1.87 1.30 -0.07
C 2.5281 -3.6366 2.5126 -0.38 1.17 -0.28 0.00
C 3.2578 -1.2393 1.6627 -2.61 1.69 -1.26 0.04
C 1.9347 -1.5415 3.7842 -0.17 0.13 -0.32 0.00
H -0.3814 -1.0431 3.1330 0.05 -0.05 -1.32 0.00
H -1.6046 -2.6724 -0.5848 -0.45 0.25 -0.62 -0.02
H -3.6360 -0.6473 -0.4629 -0.02 -1.38 -1.71 0.01
H -3.0320 0.6514 0.4244 0.51 0.50 0.28 -0.03
H -4.5790 -0.0627 0.8738 1.43 -0.30 -0.53 0.00
H -3.7258 -3.1884 0.7565 0.23 0.60 -0.44 0.00
H -4.7343 -2.1998 1.7908 0.01 -0.20 -0.04 0.00
H -3.4775 -3.2111 2.4073 0.53 0.12 0.77 0.00
H -2.4263 0.2876 3.0059 0.16 0.77 -0.01 0.00
H -2.5469 -1.2091 3.7914 -0.20 -0.78 0.08 0.00
H -4.0114 -0.4252 3.1073 -0.57 0.14 0.74 0.00
H -0.5148 -3.2842 -2.1510 0.09 0.25 -0.19 0.00
H 1.0306 -3.7574 -2.8639 -0.34 0.83 0.13 0.00
H 0.7758 -1.9866 -2.3932 -0.23 -0.69 -0.19 -0.06
H -0.2889 -4.9289 -0.5068 0.84 -0.30 0.04 0.00
H 1.1871 -5.0823 0.5577 -0.45 0.00 -1.09 0.00
H 1.2999 -5.4599 -1.1952 0.08 -0.52 -0.33 0.00
H 2.9146 -2.1618 -1.2353 -0.25 -0.60 -0.52 0.00
H 3.1061 -3.9563 -1.6148 -0.56 0.75 0.27 0.00
H 3.2535 -3.2624 -0.0039 -0.63 -0.38 -0.53 0.00
H 2.8879 -3.9689 1.5295 -0.21 -0.60 0.84 0.00
H 1.5825 -4.0988 2.8370 0.63 -0.55 -0.17 0.00
H 3.3087 -3.7388 3.2982 -0.56 0.04 -0.64 0.00
H 3.1450 -1.3099 0.5475 0.44 0.10 1.09 0.00
H 4.2612 -1.4159 1.9258 1.13 -0.62 0.57 0.00
H 3.0605 -0.1131 1.8843 0.28 -1.94 -0.08 -0.01
H 1.1894 -2.1039 4.3584 0.16 -0.10 -0.06 0.00
H 1.5802 -0.4832 3.7825 0.42 -0.62 -0.16 0.00
H 2.8871 -1.5895 4.3387 -0.38 0.03 -0.34 0.00
O 2.7625 2.5043 2.9526 0.02 0.16 0.33 0.01
C 3.3158 3.0009 1.8456 0.47 -0.30 0.91 0.02
C 4.2986 3.9849 2.0089 0.62 0.75 0.68 0.00
C 5.0113 4.4302 0.9116 0.07 -0.58 -0.53 0.01
C 4.8018 3.8870 -0.4145 0.07 2.16 0.98 0.00
C 3.7968 3.0177 -0.5749 -0.42 -0.51 2.47 0.00
C 3.0501 2.5118 0.5733 -1.55 -1.01 -1.94 0.01
C 1.9215 1.6153 0.3552 1.17 -0.10 -1.73 0.04
O 1.6575 0.9994 -0.7718 0.02 0.63 1.29 -0.06
N 0.9701 1.2403 1.3336 -0.29 0.04 0.51 -0.07
N -0.2934 1.7380 0.8612 -0.41 1.21 0.71 -0.04
C -0.9532 2.5577 1.6719 -0.28 -1.05 -0.73 0.05
S -0.2985 3.0352 3.1989 -0.15 -0.31 -0.44 0.02
C -1.8456 3.7115 3.7554 -1.16 0.97 -0.06 0.00
C -2.5423 4.3956 2.5873 0.88 -0.66 -0.63 0.00
S -2.5820 3.0775 1.2376 1.08 0.54 1.09 0.02
H 2.1334 1.7734 2.7869 0.19 0.34 -0.21 0.00
H 4.4849 4.3613 3.0460 -0.13 -0.32 -1.15 0.00
H 5.7782 5.2021 0.9736 -0.26 -0.16 0.42 0.00
H 5.2572 4.4579 -1.2406 -0.05 -0.90 0.34 0.00
H 3.4877 2.7341 -1.5079 -0.67 -0.88 -2.23 0.00
H -1.6800 4.3700 4.5928 0.44 0.65 0.05 0.00
H -2.5835 3.0392 4.1591 0.24 -1.17 0.08 0.00
H -1.9680 5.2233 2.1543 -0.44 0.00 0.28 0.00
H -3.5627 4.6174 2.8429 -0.36 0.39 -0.09 0.00
C -1.5584 2.5567 -4.2635 -0.13 0.54 0.76 0.00
N -0.5220 1.4331 -4.6599 -1.39 1.20 -1.59 0.00
C -1.3318 0.3390 -5.3486 0.15 -2.05 0.77 0.00
N -2.3439 -0.1057 -4.4239 -1.04 0.38 -0.55 0.00
C -3.3057 0.9738 -4.1534 -0.15 0.70 -1.35 0.00
N -2.6586 2.1185 -3.4419 0.57 -1.49 -1.01 0.01
C -2.2698 1.6301 -2.1309 1.94 1.93 0.28 -0.01
P -0.9453 0.3015 -2.1982 -1.31 -0.51 0.21 -0.03
C 0.2381 0.9599 -3.4673 0.18 -0.49 -0.39 0.01
C -1.9695 -0.8611 -3.2529 1.54 -0.34 -0.49 0.01
H -1.9835 3.0281 -5.1340 0.13 -0.37 -0.81 0.00
H -0.9710 3.3302 -3.7901 0.21 0.08 0.46 0.00
H 0.0456 1.8322 -5.4337 0.27 -0.05 0.95 0.00
H -0.6248 -0.4508 -5.7047 -0.42 0.31 0.85 0.00
H -1.8129 0.6243 -6.2805 0.02 1.00 0.16 0.00
H -4.1740 0.6261 -3.5877 0.29 -0.08 -0.01 0.00
H -3.6718 1.3414 -5.1472 0.19 -0.23 0.89 0.00
H -3.1397 1.2731 -1.6470 -0.79 -0.66 0.56 0.01
H -1.9105 2.4926 -1.5031 -0.13 -0.76 -0.57 0.00
H 0.9534 0.1861 -3.8069 -0.35 0.25 0.34 0.00
H 0.8034 1.7765 -3.0285 0.04 0.16 -0.06 0.01
H -2.8295 -1.2333 -2.7027 -0.19 0.20 0.02 0.00
H -1.4005 -1.7459 -3.5830 -0.04 0.33 0.31 0.00
```
Forces are in eV/Å.